No. 1
128
Properties=species:S:1:pos:R:3 method="wB97M-V/def2-TZVPD" e_lumo_ev=1.661 charge=-1 de_lowest_ev=0.0000 homo_lumo_gap_ev=6.4
Sc 0.663 -0.434 -0.254
C 3.270 1.940 -1.552
C 1.885 2.260 -2.022
C 1.649 3.355 -2.834
C 0.344 3.569 -3.288
C -0.667 2.725 -2.920
C -0.396 1.650 -2.015
N 0.896 1.449 -1.622
N -1.270 0.808 -1.472
Si -2.942 0.760 -1.829
C -3.280 0.068 -3.559
C -3.880 -0.329 -0.631
C -3.879 2.405 -1.758
H 3.980 2.691 -1.898
H 3.561 0.957 -1.924
H 3.311 1.874 -0.466
H 2.462 4.010 -3.115
H 0.132 4.404 -3.949
H -1.673 2.870 -3.287
H -2.634 -0.785 -3.768
H -3.121 0.813 -4.344
H -4.317 -0.274 -3.630
H -3.692 -1.394 -0.777
H -4.951 -0.156 -0.770
H -3.627 -0.082 0.402
H -3.322 3.266 -2.125
H -4.169 2.622 -0.728
H -4.796 2.318 -2.349
Cl -4.090 -5.884 1.801
C -3.177 -4.423 1.507
C -3.186 -3.406 2.477
C -2.488 -2.253 2.269
Cl -2.522 -1.003 3.468
C -1.707 -2.014 1.085
O -1.087 -0.931 0.921
C -1.738 -3.078 0.130
C -1.088 -2.950 -1.140
O -0.369 -2.036 -1.531
C -2.474 -4.256 0.353
H -3.749 -3.536 3.391
H -1.292 -3.783 -1.843
H -2.476 -5.031 -0.405
C 1.549 -5.002 3.095
C 2.274 -3.651 3.034
C 1.952 -2.844 4.300
C 3.787 -3.882 2.948
C 1.808 -2.891 1.862
C 1.397 -2.194 0.950
H 1.829 -5.547 4.002
H 1.806 -5.612 2.227
H 0.468 -4.853 3.095
H 2.286 -3.381 5.193
H 0.877 -2.671 4.374
H 2.446 -1.871 4.272
H 4.140 -4.426 3.830
H 4.313 -2.928 2.889
H 4.033 -4.461 2.057
C 4.975 -1.150 -4.281
O 3.731 -1.828 -4.269
C 2.609 -1.098 -4.477
C 2.611 0.185 -5.015
C 1.419 0.829 -5.309
C 0.207 0.201 -5.069
C 0.204 -1.064 -4.513
C 1.387 -1.714 -4.196
N 1.272 -3.031 -3.701
C 1.996 -3.760 -2.855
C 2.978 -3.400 -1.954
C 3.839 -4.446 -1.484
C 4.898 -4.179 -0.686
C 5.128 -2.830 -0.273
C 4.293 -1.820 -0.618
C 3.137 -2.060 -1.439
O 2.296 -1.143 -1.652
H 5.712 -1.873 -3.943
H 4.961 -0.301 -3.593
H 5.231 -0.807 -5.287
H 3.549 0.684 -5.208
H 1.444 1.829 -5.719
H -0.729 0.698 -5.281
H -0.732 -1.550 -4.271
H 0.423 -3.479 -4.010
H 1.750 -4.818 -2.914
H 3.644 -5.460 -1.820
H 5.554 -4.970 -0.350
H 5.971 -2.617 0.373
H 4.422 -0.816 -0.232
C -2.486 4.839 2.846
C -1.843 3.904 1.824
C -1.963 4.497 0.417
C -2.606 2.570 1.857
P -0.049 3.375 2.053
C -0.078 2.821 3.809
C -0.197 3.645 4.931
C -0.210 3.116 6.212
C -0.109 1.742 6.397
C 0.009 0.909 5.296
C 0.029 1.445 4.013
C 1.092 4.887 2.046
C 0.545 6.246 2.480
C 2.325 4.547 2.887
C 1.551 4.991 0.580
H -3.544 4.963 2.590
H -2.034 5.830 2.859
H -2.441 4.422 3.852
H -3.016 4.676 0.179
H -1.561 3.812 -0.333
H -1.437 5.449 0.325
H -3.658 2.748 1.611
H -2.569 2.113 2.849
H -2.199 1.850 1.141
H -0.278 4.718 4.809
H -0.300 3.776 7.067
H -0.119 1.325 7.397
H 0.090 -0.163 5.427
H 0.137 0.790 3.155
H 0.225 6.255 3.523
H -0.294 6.567 1.863
H 1.336 6.997 2.373
H 2.116 4.562 3.957
H 3.111 5.282 2.682
H 2.718 3.558 2.639
H 0.720 5.193 -0.098
H 2.014 4.059 0.251
H 2.283 5.800 0.473
O 4.308 0.478 1.488
S 2.967 0.675 2.064
N 1.768 0.623 1.222


No. 2
123
Properties=species:S:1:pos:R:3 method="wB97M-V/def2-TZVPD" e_lumo_ev=3.776 charge=-2 homo_lumo_gap_ev=4.5
Ag 1.372 -0.656 1.298
C 2.485 -0.141 -2.020
C 3.522 0.913 -2.389
C 3.564 1.032 -3.924
C 3.342 2.312 -1.811
C 4.411 3.187 -2.012
C 4.351 4.526 -1.671
C 3.170 5.031 -1.149
C 2.094 4.193 -0.887
C 0.788 4.799 -0.390
C 0.196 5.730 -1.455
C 0.954 5.539 0.939
C 2.209 2.806 -1.148
N 1.155 1.974 -0.709
C 1.081 1.855 0.561
C -0.005 1.308 1.374
C 0.228 1.316 2.779
C -0.727 0.954 3.695
C -1.986 0.553 3.206
C -2.273 0.565 1.875
C -1.330 0.995 0.873
N -1.620 1.106 -0.406
C -2.902 1.086 -0.897
C -3.174 0.267 -2.028
C -4.483 0.129 -2.471
C -5.537 0.828 -1.896
C -5.243 1.769 -0.921
C -3.949 1.945 -0.442
C -3.643 3.152 0.432
C -4.665 3.383 1.544
C -3.516 4.392 -0.460
C -2.065 -0.396 -2.830
C -1.314 -1.498 -2.078
C -1.084 0.654 -3.372
H 2.688 -1.056 -2.579
H 2.531 -0.386 -0.960
H 1.476 0.196 -2.255
H 4.500 0.558 -2.053
H 2.606 1.407 -4.298
H 3.748 0.051 -4.371
H 4.347 1.713 -4.264
H 5.326 2.785 -2.433
H 5.210 5.170 -1.817
H 3.091 6.091 -0.927
H 0.070 3.996 -0.239
H 0.858 6.580 -1.644
H -0.774 6.118 -1.130
H 0.054 5.194 -2.395
H 1.590 6.422 0.820
H 1.412 4.894 1.691
H -0.018 5.871 1.315
H 1.876 2.308 1.168
H 1.191 1.679 3.126
H -0.519 0.979 4.756
H -2.747 0.234 3.916
H -3.249 0.261 1.519
H -4.678 -0.538 -3.307
H -6.556 0.674 -2.232
H -6.042 2.397 -0.538
H -2.678 3.005 0.903
H -5.655 3.614 1.141
H -4.358 4.225 2.171
H -4.747 2.500 2.182
H -4.457 4.593 -0.981
H -2.738 4.238 -1.211
H -3.252 5.274 0.133
H -2.560 -0.861 -3.691
H -0.829 -1.094 -1.190
H -0.550 -1.946 -2.719
H -1.995 -2.293 -1.759
H -0.568 1.143 -2.543
H -1.615 1.410 -3.958
H -0.336 0.181 -4.017
Br 2.987 -6.200 3.916
C 2.320 -6.627 2.150
C 2.271 -7.983 1.845
C 1.781 -8.369 0.606
C 1.345 -7.395 -0.285
C 1.417 -6.053 0.066
C 1.915 -5.613 1.300
I 2.708 -3.355 1.391
H 2.613 -8.720 2.561
H 1.735 -9.420 0.341
H 0.963 -7.688 -1.258
H 1.083 -5.300 -0.646
C -5.567 -2.662 3.623
C -4.664 -1.913 2.651
N -3.342 -2.520 2.536
C -2.705 -2.766 1.356
S -1.053 -2.680 1.202
N -3.500 -3.102 0.298
C -4.656 -3.988 0.399
C -4.585 -5.061 -0.675
H -6.533 -2.157 3.707
H -5.114 -2.705 4.615
H -5.739 -3.686 3.287
H -4.555 -0.878 2.986
H -5.117 -1.867 1.665
H -2.678 -2.249 3.246
H -2.947 -3.219 -0.538
H -5.590 -3.427 0.293
H -4.659 -4.452 1.387
H -4.614 -4.613 -1.671
H -5.429 -5.747 -0.587
H -3.661 -5.634 -0.581
C 5.067 -2.533 -0.787
C 5.450 -1.283 -0.029
C 6.639 -0.660 -0.391
C 7.060 0.549 0.149
C 6.229 1.142 1.096
C 5.049 0.553 1.513
C 4.240 1.269 2.568
C 4.590 -0.715 0.978
N 3.427 -1.225 1.418
H 5.690 -2.624 -1.682
H 4.022 -2.510 -1.094
H 5.195 -3.442 -0.194
H 7.247 -1.134 -1.158
H 7.991 1.010 -0.159
H 6.509 2.101 1.529
H 4.853 1.487 3.449
H 3.405 0.645 2.878
H 3.851 2.223 2.192


In the order shown, the computed molar mass values come out to 1007.1; 1081.8 Da.